Here is C3H3O3P in the gas phase from the Open Molecules 2025 dataset. Energies are from ωB97M-V with the def2-TZVPD basis set.

ORCA input file:
```
! wB97M-V def2-TZVPD RIJCOSX def2/J DEFGRID3
* xyz 0 1
O 0.24 1.77 -0.22
C 1.08 0.92 -0.29
C 0.89 -0.34 0.48
O -0.22 -1.13 -0.16
C -1.41 -0.55 -0.28
P -2.50 0.69 -0.15
O -2.56 -1.17 -0.52
H 1.85 0.96 -0.97
H 1.86 -1.00 0.60
H 0.77 -0.14 1.52
*
```

- orbital gap (eV) = 7.3
- SMILES = O=CCOC1=PO1
- ΔE to the lowest compared entry with this formula, charge and spin (kcal/mol) = 98.0



Here is a molecular structure, C28H40BrCoN4O8S3Si from the Open Molecules 2025 dataset. Energies are from ωB97M-V with the def2-TZVPD basis set.

ORCA input file:
```
! wB97M-V def2-TZVPD RIJCOSX def2/J DEFGRID3
* xyz 0 5
Co 1.74 1.57 0.16
O 0.25 5.44 1.26
S -0.04 4.05 1.17
O -1.42 3.69 0.92
O 0.89 3.36 0.22
C 0.31 3.29 2.77
C -0.81 2.92 3.50
C -0.70 2.34 4.76
C 0.56 2.11 5.29
C 1.68 2.46 4.56
C 1.58 3.05 3.31
S 3.13 3.32 2.45
O 4.17 2.98 3.40
O 3.14 4.64 1.91
O 3.11 2.25 1.39
H -1.78 3.11 3.07
H -1.59 2.06 5.30
H 0.67 1.65 6.26
H 2.67 2.29 4.96
N 2.25 -6.38 -0.74
C 2.48 -5.03 -0.81
C 3.66 -4.54 -1.39
C 3.87 -3.19 -1.49
C 2.89 -2.30 -1.05
C 1.73 -2.77 -0.45
C 1.52 -4.13 -0.33
S 3.28 -0.61 -1.00
O 2.23 0.28 -1.52
O 4.60 -0.40 -1.50
N 3.03 -0.29 0.63
C 3.93 -0.49 1.58
N 5.13 -1.05 1.27
C 6.03 -1.02 2.22
C 5.77 -0.46 3.48
C 4.46 -0.02 3.73
N 3.53 -0.08 2.81
H 3.04 -7.00 -0.85
H 1.54 -6.71 -0.10
H 4.41 -5.24 -1.74
H 4.79 -2.80 -1.91
H 1.00 -2.08 -0.05
H 0.62 -4.50 0.13
H 7.00 -1.45 2.01
H 6.53 -0.40 4.23
H 4.18 0.37 4.70
C -3.24 -1.90 -2.97
C -2.15 -1.61 -1.92
C -0.80 -1.91 -2.61
C -2.35 -2.58 -0.75
Si -2.27 0.22 -1.33
Br -0.55 0.37 0.26
C -3.78 0.59 -0.18
C -5.05 0.02 -0.84
C -3.97 2.10 0.02
C -3.66 -0.02 1.22
C -1.98 1.47 -2.75
C -1.51 2.84 -2.26
C -0.95 0.98 -3.77
C -3.32 1.65 -3.49
H -3.12 -2.94 -3.32
H -3.14 -1.26 -3.85
H -4.25 -1.80 -2.59
H -0.60 -2.98 -2.54
H 0.05 -1.38 -2.16
H -0.82 -1.65 -3.66
H -2.18 -3.60 -1.11
H -3.37 -2.54 -0.36
H -1.67 -2.40 0.08
H -5.20 0.37 -1.86
H -5.91 0.35 -0.26
H -5.06 -1.07 -0.84
H -4.25 2.63 -0.89
H -3.08 2.58 0.44
H -4.79 2.25 0.73
H -3.50 -1.09 1.22
H -4.60 0.17 1.75
H -2.87 0.45 1.80
H -0.49 2.81 -1.87
H -2.12 3.28 -1.48
H -1.51 3.52 -3.12
H 0.02 0.78 -3.33
H -0.81 1.77 -4.51
H -1.28 0.09 -4.31
H -4.09 2.12 -2.87
H -3.73 0.72 -3.88
H -3.15 2.31 -4.34
*
```

- ⟨S²⟩ = 6.0527
- orbital gap (alpha / beta) (eV) = 8.9 / 5.2
- ΔE to the lowest compared entry with this formula, charge and spin (kcal/mol) = 32.0



Here is 2 unconnected molecules or ions with the total composition C5H14O from the Open Molecules 2025 dataset. Energies are from ωB97M-V with the def2-TZVPD basis set.

ORCA input file:
```
! wB97M-V def2-TZVPD RIJCOSX def2/J DEFGRID3
* xyz 0 1
C 1.68 -0.36 -0.54
C 1.31 0.19 0.82
C 0.23 -0.70 1.52
O 2.48 -0.08 1.70
H 2.48 0.02 -1.09
H 0.74 -0.31 -1.03
H 1.92 -1.35 -0.55
H 0.99 1.28 1.06
H -0.19 -0.33 2.47
H -0.49 -1.23 1.04
H 0.76 -1.52 2.02
H 2.96 0.73 1.69
C -2.80 0.27 -0.94
C -2.57 0.68 -2.42
H -2.04 0.64 -0.23
H -3.80 0.61 -0.61
H -2.87 -0.76 -0.71
H -3.21 1.51 -2.65
H -2.63 -0.16 -3.30
H -1.50 1.01 -2.37
*
```

- orbital gap (eV) = 11.2
- SMILES = CC(C)O.CC
- ΔE to the lowest compared entry with this formula, charge and spin (kcal/mol) = 51.8



Here is a molecular structure, C15H17N7O2RuS7 from the Open Molecules 2025 dataset. Energies are from ωB97M-V with the def2-TZVPD basis set.

ORCA input file:
```
! wB97M-V def2-TZVPD RIJCOSX def2/J DEFGRID3
* xyz -1 2
Ru -0.95 -0.55 -0.35
S -1.09 -2.80 -0.03
C -0.47 -3.02 1.58
C -0.43 -4.36 2.07
N -0.42 -5.44 2.46
C -0.02 -1.99 2.36
S -0.05 -0.33 1.84
C 0.52 -2.25 3.66
N 0.98 -2.41 4.70
N 1.06 -0.72 -1.21
C 1.40 0.48 -2.00
C 2.88 0.91 -1.93
C 3.60 0.90 -0.57
C 2.90 1.51 0.64
N 2.09 2.70 0.38
C 2.55 3.84 -0.11
N 3.85 4.15 0.07
N 1.73 4.65 -0.77
C 0.48 1.66 -1.66
O 0.71 2.74 -2.24
O -0.39 1.50 -0.76
H 1.67 -0.87 -0.41
H 1.06 -1.55 -1.79
H 1.17 0.25 -3.04
H 2.92 1.91 -2.36
H 3.47 0.27 -2.60
H 4.57 1.38 -0.73
H 3.84 -0.13 -0.28
H 3.62 1.72 1.43
H 2.20 0.80 1.09
H 1.08 2.53 0.29
H 4.37 3.67 0.78
H 4.20 5.03 -0.25
H 1.04 4.14 -1.37
H 2.09 5.52 -1.12
N -1.38 -0.83 -3.49
C -1.40 -0.77 -2.33
C -3.81 -2.41 2.88
S -5.31 -1.54 2.35
C -5.18 -1.69 0.60
C -4.25 -1.12 -0.20
S -3.04 0.00 0.39
S -4.43 -1.48 -1.90
C -5.83 -2.48 -1.80
S -6.64 -3.08 -3.11
S -6.38 -2.68 -0.18
H -3.84 -2.43 3.97
H -2.94 -1.87 2.54
H -3.81 -3.43 2.49
*
```

- ⟨S²⟩ = 0.7577
- orbital gap (alpha / beta) (eV) = 5.8 / 5.7
- ΔE to the lowest compared entry with this formula, charge and spin (kcal/mol) = 13.5



Here is 12 unconnected molecules or ions with the total composition H24O12 from the Open Molecules 2025 dataset. Energies are from ωB97M-V with the def2-TZVPD basis set.

ORCA input file:
```
! wB97M-V def2-TZVPD RIJCOSX def2/J DEFGRID3
* xyz 0 1
O 0.35 1.01 0.08
H -0.20 0.28 -0.24
H 0.96 0.59 0.70
O 0.38 -2.67 -2.31
H 1.16 -3.02 -1.87
H 0.45 -1.72 -2.22
O -5.02 -1.01 -0.17
H -5.25 -0.94 -1.10
H -4.51 -0.21 0.01
O -0.07 5.45 -0.54
H -0.05 6.22 -1.12
H -0.52 4.78 -1.07
O 3.38 1.07 -0.32
H 3.70 0.20 -0.57
H 4.17 1.63 -0.34
O -0.83 -4.54 0.62
H -1.58 -5.09 0.38
H -0.88 -3.80 0.00
O -1.64 0.88 1.46
H -0.71 0.96 1.71
H -1.74 -0.05 1.22
O 3.76 -1.86 0.94
H 2.98 -2.03 1.49
H 3.50 -2.17 0.07
O -0.86 -0.65 3.50
H -0.50 -0.33 2.66
H -0.94 0.15 4.03
O 3.17 -0.27 -2.63
H 2.77 -0.33 -1.76
H 2.48 -0.61 -3.23
O -3.27 1.33 -2.50
H -4.14 0.97 -2.30
H -2.77 0.57 -2.82
O 1.14 1.67 2.83
H 0.78 2.06 2.02
H 0.36 1.51 3.37
*
```

- orbital gap (eV) = 10.2
- SMILES = O.O.O.O.O.O.O.O.O.O.O.O
- ΔE to the lowest compared entry with this formula, charge and spin (kcal/mol) = 97.8



Here is 11 unconnected molecules or ions with the total composition C41H97O23P3 from the Open Molecules 2025 dataset. Energies are from ωB97M-V with the def2-TZVPD basis set.

ORCA input file:
```
! wB97M-V def2-TZVPD RIJCOSX def2/J DEFGRID3
* xyz 0 1
C 18.17 4.70 21.39
O 18.23 6.09 20.73
P 16.86 6.89 20.82
O 16.09 6.47 22.03
O 17.27 8.43 20.75
C 18.38 9.01 21.43
O 16.17 6.49 19.38
C 16.11 7.47 18.30
H 18.52 3.98 20.65
H 17.18 4.28 21.60
H 18.78 4.55 22.28
H 18.88 8.41 22.18
H 18.07 9.91 21.96
H 19.10 9.34 20.68
H 16.37 8.47 18.65
H 15.11 7.52 17.87
H 16.82 7.23 17.51
C 14.09 8.18 24.04
O 14.76 9.43 23.95
P 13.91 10.80 24.30
O 13.82 11.13 25.77
O 12.52 10.61 23.50
C 12.53 10.18 22.19
O 14.77 11.78 23.39
C 14.57 13.13 23.32
H 14.78 7.41 24.40
H 13.91 7.78 23.05
H 13.15 8.15 24.59
H 11.88 10.81 21.58
H 12.04 9.22 22.04
H 13.55 10.09 21.80
H 14.26 13.46 24.31
H 13.78 13.39 22.62
H 15.44 13.77 23.14
C 23.15 6.31 27.85
O 21.78 6.50 28.14
P 21.15 6.88 29.58
O 21.77 6.14 30.72
O 19.58 6.65 29.45
C 18.94 5.42 29.73
O 21.30 8.52 29.67
C 20.62 9.22 28.64
H 23.68 6.86 28.62
H 23.45 6.76 26.90
H 23.36 5.24 27.80
H 17.88 5.55 29.91
H 19.50 4.83 30.46
H 18.97 4.79 28.84
H 19.90 9.93 29.03
H 20.13 8.54 27.94
H 21.36 9.75 28.03
C 13.91 9.06 28.30
C 13.78 8.58 29.78
C 15.23 8.13 30.25
O 15.82 7.76 28.97
C 15.34 8.75 28.01
H 13.70 10.12 28.17
H 13.29 8.41 27.67
H 13.05 7.78 29.67
H 13.34 9.30 30.47
H 15.36 7.36 31.01
H 15.76 8.99 30.65
H 15.66 8.33 27.05
H 16.01 9.60 28.09
C 17.71 12.86 30.63
C 17.41 14.24 31.29
C 16.82 15.06 30.10
O 16.13 14.02 29.40
C 16.49 12.68 29.65
H 17.59 12.04 31.34
H 18.66 12.85 30.09
H 18.29 14.77 31.65
H 16.55 14.28 31.96
H 17.62 15.45 29.47
H 16.25 15.96 30.31
H 16.56 12.15 28.70
H 15.60 12.27 30.13
C 21.21 4.01 23.38
C 22.02 4.56 24.54
C 23.21 5.18 23.83
O 22.43 5.82 22.77
C 21.59 4.85 22.10
H 20.19 4.06 23.74
H 21.53 2.97 23.34
H 22.30 3.83 25.30
H 21.40 5.26 25.11
H 23.98 4.54 23.38
H 23.73 5.97 24.37
H 22.02 4.31 21.26
H 20.72 5.46 21.85
C 19.75 12.53 20.05
C 20.19 12.28 21.47
C 19.13 13.11 22.22
O 17.93 12.90 21.53
C 18.21 12.60 20.13
H 20.19 11.69 19.52
H 20.22 13.41 19.61
H 21.09 12.90 21.57
H 20.10 11.22 21.72
H 19.40 14.17 22.24
H 19.12 12.69 23.23
H 17.75 13.42 19.58
H 17.69 11.71 19.79
C 23.37 13.18 27.79
C 22.26 13.91 28.54
C 21.43 14.49 27.41
O 21.72 13.56 26.35
C 22.62 12.49 26.74
H 23.72 12.42 28.48
H 24.07 13.95 27.45
H 22.54 14.80 29.10
H 21.54 13.31 29.09
H 21.80 15.50 27.25
H 20.41 14.51 27.79
H 23.23 11.92 26.04
H 22.00 11.67 27.10
C 17.86 3.48 25.36
O 17.96 2.85 24.09
C 18.62 1.58 24.25
C 18.68 0.73 22.99
O 19.38 1.32 21.97
C 19.14 0.84 20.66
H 17.10 4.26 25.31
H 18.86 3.85 25.62
H 17.54 2.77 26.12
H 18.13 0.99 25.02
H 19.60 1.75 24.69
H 17.66 0.39 22.80
H 19.22 -0.19 23.23
H 18.07 0.65 20.59
H 19.59 -0.14 20.50
H 19.58 1.40 19.83
C 18.03 11.01 25.82
O 18.76 9.76 25.88
C 19.89 9.73 25.06
C 20.35 8.24 24.79
O 19.41 7.36 24.12
C 18.03 7.18 24.69
H 17.22 11.08 26.54
H 17.60 11.04 24.81
H 18.68 11.88 25.94
H 20.77 10.18 25.53
H 19.73 10.38 24.20
H 20.66 7.63 25.64
H 21.30 8.28 24.25
H 17.59 6.39 24.08
H 17.42 8.08 24.68
H 18.27 6.80 25.68
C 26.03 8.12 26.96
O 25.73 8.08 25.60
C 24.70 9.05 25.24
C 24.21 9.08 23.80
O 23.14 10.16 23.72
C 23.27 10.91 22.60
H 26.30 7.07 27.11
H 25.27 8.28 27.73
H 26.86 8.78 27.21
H 25.09 10.01 25.59
H 23.70 8.84 25.61
H 23.86 8.08 23.52
H 25.03 9.36 23.15
H 23.17 10.21 21.77
H 24.22 11.43 22.63
H 22.44 11.62 22.69
*
```

- orbital gap (eV) = 9.7
- SMILES = COP(=O)(OC)OC.COP(=O)(OC)OC.COP(=O)(OC)OC.C1CCOC1.C1CCOC1.C1CCOC1.C1CCOC1.C1CCOC1.COCCOC.COCCOC.COCCOC
- ΔE to the lowest compared entry with this formula, charge and spin (kcal/mol) = 0.0



Here is C6H6O in the gas phase from the Open Molecules 2025 dataset. Energies are from ωB97M-V with the def2-TZVPD basis set.

ORCA input file:
```
! wB97M-V def2-TZVPD RIJCOSX def2/J DEFGRID3
* xyz 0 1
C 1.13 -1.59 -1.78
C 0.42 -0.68 -1.45
C -0.37 0.45 -0.99
C -0.03 0.73 0.47
O 1.31 0.99 0.75
C -0.50 -0.46 1.27
C -1.29 -0.32 2.18
H 1.74 -2.40 -2.11
H -0.16 1.34 -1.58
H -1.44 0.23 -1.05
H -0.56 1.65 0.77
H 1.74 0.14 0.59
H -1.91 0.02 2.96
*
```

- orbital gap (eV) = 10.5
- SMILES = C#CC[C@H](O)C#C
- ΔE to the lowest compared entry with this formula, charge and spin (kcal/mol) = 118.1



Here is a molecular structure, C13H31N2O7S2 from the Open Molecules 2025 dataset. Energies are from ωB97M-V with the def2-TZVPD basis set.

ORCA input file:
```
! wB97M-V def2-TZVPD RIJCOSX def2/J DEFGRID3
* xyz -1 1
C 3.07 -2.68 -0.34
C 3.81 -1.88 -1.38
C 3.79 -2.46 -2.76
N 4.40 -0.78 -1.10
S 3.38 0.53 -1.19
O 3.28 1.11 0.12
O 3.90 1.40 -2.19
N 2.01 -0.21 -1.68
S 0.79 0.81 -1.93
O 0.32 0.64 -3.27
O 1.06 2.15 -1.57
O -0.33 0.26 -0.93
C -1.66 0.63 -1.35
C -2.55 -0.60 -1.40
C -2.96 -0.95 0.04
C -1.90 -1.77 -2.15
C -2.37 -1.83 -3.63
C -2.19 -3.15 -1.53
H 3.69 -3.48 0.06
H 2.22 -3.12 -0.83
H 2.68 -2.02 0.42
H 4.57 -3.19 -2.89
H 3.90 -1.65 -3.47
H 2.82 -2.90 -2.91
H -1.67 1.22 -2.26
H -2.04 1.28 -0.56
H -3.47 -0.32 -1.91
H -2.22 -1.54 0.56
H -3.90 -1.49 0.09
H -3.11 -0.05 0.63
H -0.82 -1.70 -2.18
H -1.51 -1.90 -4.28
H -2.96 -2.73 -3.79
H -2.98 -0.97 -3.89
H -2.01 -3.91 -2.29
H -1.52 -3.38 -0.72
H -3.23 -3.25 -1.23
C -2.38 2.62 3.84
C -2.88 1.72 2.74
O -3.84 0.78 3.23
H -1.92 2.02 4.63
H -1.63 3.31 3.45
H -3.18 3.19 4.30
H -2.05 1.14 2.32
H -3.33 2.30 1.93
H -4.58 1.29 3.59
C 3.18 3.01 3.70
C 1.76 2.56 3.41
O 1.26 3.23 2.25
H 3.21 4.09 3.86
H 3.57 2.51 4.59
H 3.83 2.78 2.86
H 1.10 2.80 4.24
H 1.72 1.48 3.24
H 1.84 3.00 1.51
*
```

- orbital gap (eV) = 7.6



Here is a molecular structure, C20H36NOP2Pb from the Open Molecules 2025 dataset. Energies are from ωB97M-V with the def2-TZVPD basis set.

ORCA input file:
```
! wB97M-V def2-TZVPD RIJCOSX def2/J DEFGRID3
* xyz 0 2
P 0.19 -1.40 -6.60
P 0.02 1.80 -6.49
C -0.21 -0.47 -8.19
C 0.29 0.98 -8.16
H -1.30 -0.51 -8.30
H 0.25 -1.03 -9.02
H 1.37 1.03 -8.36
H -0.23 1.58 -8.92
C -1.57 2.65 -6.86
H -1.78 3.34 -6.03
H -2.38 1.91 -6.90
H -1.52 3.21 -7.81
C 1.15 3.22 -6.72
H 0.97 3.75 -7.66
H 2.18 2.85 -6.70
H 1.01 3.91 -5.88
C -0.96 -2.81 -6.84
H -0.75 -3.55 -6.06
H -0.84 -3.28 -7.83
H -1.98 -2.45 -6.72
C 1.75 -2.21 -7.14
H 2.55 -1.46 -7.20
H 1.63 -2.71 -8.12
H 2.02 -2.96 -6.39
Pb -0.11 0.13 0.31
C 0.67 1.62 -1.60
C -0.71 1.54 -1.69
C -1.47 0.73 -2.70
C -1.86 -0.73 -2.36
C -0.82 -1.59 -1.69
C 0.52 -1.49 -1.88
C 1.20 -0.59 -2.89
C 1.62 0.83 -2.45
C 0.09 -1.70 1.61
H 1.13 2.40 -0.98
H -1.32 2.22 -1.07
H -0.96 0.75 -3.67
H -2.42 1.26 -2.84
H -2.74 -0.71 -1.69
H -2.22 -1.20 -3.29
H -1.22 -2.36 -1.01
H 1.20 -2.14 -1.31
H 0.60 -0.52 -3.81
H 2.14 -1.10 -3.17
H 2.58 0.78 -1.92
H 1.84 1.40 -3.37
H 0.83 -1.46 2.37
H 0.36 -2.58 1.04
H -0.90 -1.81 2.08
O 0.34 1.92 1.82
N 0.02 1.27 2.94
C -1.29 0.91 3.15
C -1.67 0.73 4.47
C -0.68 0.58 5.46
C 0.69 0.61 5.11
C 1.02 0.92 3.79
H -1.95 0.86 2.29
H -2.72 0.89 4.68
H -0.97 0.41 6.50
H 1.49 0.35 5.80
H 2.04 0.92 3.38
*
```

- ⟨S²⟩ = 0.7651
- orbital gap (alpha / beta) (eV) = 4.9 / 5.0
- ΔE to the lowest compared entry with this formula, charge and spin (kcal/mol) = 37.4